Record 1
Entry from OMol25: a 3-piece molecular cluster, C22H30F5NO8S overall at a distorted geometry (ωB97M-V/def2-TZVPD).

Computed properties:
E_LUMO	-0.06107	Ha
total charge	0
maximum force	1.3	eV/Å

Geometry as XYZ:
```
67
C22H30F5NO8S | OMol25 | ωB97M-V/def2-TZVPD
C 0.35881 -2.23502 1.34629
C -0.23722 -1.08421 1.01536
C 0.36253 0.25350 1.06292
C -0.36010 1.40034 1.01565
N -1.73398 1.53107 0.95094
C -2.23741 2.19065 -0.28031
C -3.51320 1.55699 -0.80619
C -3.45709 0.04396 -1.01777
C -2.39774 -0.40045 -2.02228
C 0.38490 2.70873 1.06144
O -0.01479 3.67278 1.65880
C 1.68663 2.70487 0.32676
C 2.38393 1.57559 0.37933
S 3.91118 1.49995 -0.50470
O 4.81813 0.63382 0.17826
O 4.30817 2.84278 -0.81354
C 3.54448 0.72110 -2.18931
F 3.95354 1.57365 -3.12802
F 4.26561 -0.40329 -2.25604
C 2.06441 0.36190 -2.47140
F 1.67824 -0.62020 -1.66906
F 1.95603 -0.04342 -3.72672
F 1.26335 1.40951 -2.30442
C 1.84324 0.40823 1.16716
O 2.56075 -0.29906 1.82087
H 1.30469 -2.23796 1.86592
H -0.12754 -3.17060 1.09934
H -1.26922 -1.12074 0.67336
H -2.19775 0.65314 1.13620
H -1.45840 2.16487 -1.04876
H -2.40738 3.24406 -0.04684
H -4.36211 1.83114 -0.17589
H -3.69692 2.01718 -1.78339
H -3.34141 -0.48307 -0.06662
H -4.43251 -0.26746 -1.39395
H -2.70926 -0.21475 -3.05094
H -1.41405 0.03681 -1.83279
H -2.25938 -1.48179 -1.93770
H 2.00935 3.57875 -0.22527
C 7.89665 -0.11997 0.84431
C 7.19975 -1.15429 1.70108
O 8.10369 -2.15561 2.18878
C 8.84907 -1.99056 3.29659
C 8.91720 -0.63091 3.95670
O 9.48548 -2.92163 3.70883
H 8.64634 0.43714 1.40798
H 7.17060 0.58447 0.44745
H 8.40930 -0.60450 0.01260
H 6.64649 -0.70545 2.52643
H 6.47522 -1.70269 1.10290
H 9.80880 -0.11971 3.59587
H 9.01233 -0.78315 5.02865
H 8.05168 0.00101 3.77790
C -9.08799 0.42511 -0.70387
C -8.12475 0.00058 -1.79253
O -6.99261 -0.70263 -1.27012
C -7.00619 -2.02498 -0.99921
C -8.31717 -2.77682 -1.01155
O -5.97412 -2.55913 -0.70196
H -9.51511 -0.43282 -0.18509
H -9.90424 1.00951 -1.12872
H -8.57098 1.03489 0.03685
H -8.61297 -0.58600 -2.57188
H -7.70149 0.87929 -2.27639
H -8.69226 -2.82707 0.00994
H -8.12104 -3.78716 -1.36040
H -9.08218 -2.34021 -1.64785
```

Need the Mulliken charges? In units of e they are: -1.2474 -0.4950 1.0943 0.1760 -0.2553 -0.3491 -1.1546 0.1253 -1.0329 0.1671 -0.5391 0.0376 -0.1535 1.3003 -0.4766 -0.7052 0.6885 -0.2573 -0.2445 0.5694 -0.2486 -0.2698 -0.2202 -0.2996 -0.5404 0.3639 0.2968 0.1674 0.4733 0.1070 0.4566 0.3633 0.3837 0.3821 0.0773 0.4442 -0.0834 0.3337 0.5552 -0.7442 -0.3069 -0.3916 0.6914 -0.8652 -0.5633 0.2682 0.1599 0.2926 0.3685 0.2617 0.2416 0.3001 0.2973 -1.0251 -0.4396 -0.3668 0.8988 -1.1386 -0.5401 0.2772 0.3672 0.3154 0.3621 0.3547 0.2759 0.3186 0.3396

Record 2
Entry from OMol25: C29H29N6O2PSW as an isolated structure at a distorted geometry (ωB97M-V/def2-TZVPD).

Computed properties:
E_LUMO (spin up / spin down)	-0.22079 / -0.22140	Ha
total charge	+2
maximum force	1.3	eV/Å

Geometry as XYZ:
```
69
C29H29N6O2PSW | OMol25 | ωB97M-V/def2-TZVPD
W -1.28730 -0.50916 0.13207
O -1.95664 -0.09959 1.80938
C -1.79255 -0.48048 3.13216
C -2.71177 -0.01152 4.04896
C -2.57491 -0.39516 5.37686
C -1.53847 -1.23262 5.77150
C -0.63068 -1.69412 4.83384
C -0.74384 -1.32553 3.49107
C 0.22691 -1.83334 2.53108
N 0.15646 -1.60227 1.26800
N 1.21117 -2.15739 0.50991
C 1.08914 -1.83619 -0.73622
O 0.12813 -1.01927 -1.16865
C 2.00102 -2.37693 -1.75686
C 1.78687 -2.07291 -3.10020
C 2.63698 -2.58709 -4.06716
C 3.70001 -3.39754 -3.69480
C 3.91613 -3.69927 -2.35485
C 3.06949 -3.19396 -1.38502
H -3.52203 0.62567 3.72411
H -3.28953 -0.04051 6.10739
H -1.44537 -1.53171 6.80579
H 0.17201 -2.35613 5.13397
H 1.05969 -2.43349 2.88519
H 0.95022 -1.45187 -3.38944
H 2.46581 -2.35959 -5.11056
H 4.35820 -3.80317 -4.45164
H 4.74316 -4.33542 -2.07048
H 3.22140 -3.43869 -0.34271
S -3.61608 -2.98485 -2.76689
C -2.84220 -4.12920 -1.75385
C -2.21399 -3.54550 -0.69408
C -2.36632 -2.12578 -0.66941
C -3.12492 -1.70926 -1.75127
C -3.43899 -0.30149 -1.95385
C -4.36379 0.20073 -2.86653
C -4.63244 1.55183 -2.86782
C -3.97279 2.39355 -1.97062
C -3.03997 1.84053 -1.12952
N -2.76931 0.52136 -1.11601
H -2.89243 -5.17872 -1.99949
H -1.66721 -4.11472 0.04448
H -4.87832 -0.47155 -3.53879
H -5.36221 1.95679 -3.55653
H -4.17591 3.45351 -1.93281
H -2.49114 2.44470 -0.41953
C 2.49887 3.38251 1.67085
N 3.02201 2.19350 0.84082
C 3.21371 2.67099 -0.61649
N 2.00905 3.22222 -1.12482
C 1.55195 4.32790 -0.28236
N 1.31036 3.90910 1.09993
C 0.15563 3.00896 1.22298
P 0.40795 1.47201 0.24175
C 2.07303 1.02695 0.90567
C 0.96126 2.21607 -1.34213
H 3.29924 4.12243 1.66034
H 2.34188 3.01247 2.68320
H 3.92909 1.90694 1.21258
H 3.54280 1.80253 -1.18560
H 4.00357 3.42097 -0.57513
H 0.63403 4.73926 -0.69822
H 2.31307 5.10888 -0.28273
H -0.73598 3.53114 0.87256
H -0.01566 2.75285 2.27091
H 2.50201 0.20312 0.33285
H 1.99600 0.70925 1.94686
H 0.11176 2.68434 -1.84341
H 1.32266 1.42291 -2.00056
```

Need the Mulliken charges? In units of e they are: 1.4498 -0.5359 0.2255 -0.5515 -0.5096 -0.7829 -0.9500 0.8576 -0.2808 0.7004 -1.0119 0.1576 -0.4361 0.6217 -0.2885 -0.8586 -0.4503 -0.7413 -0.3385 0.5012 0.4451 0.4329 0.4497 0.4786 0.4644 0.4400 0.4215 0.4462 0.4716 -0.1916 -0.5337 -0.4000 -0.3222 -0.1575 1.5407 -1.1610 -0.3254 -0.9460 -0.1028 -0.3384 0.5081 0.4521 0.4597 0.4585 0.4496 0.4611 -0.7313 0.0909 -0.7291 0.1872 -0.9152 0.1753 -1.2784 2.0611 -1.5252 -1.2637 0.3711 0.3896 0.3515 0.4204 0.3472 0.3935 0.3321 0.2910 0.5164 0.5973 0.3978 0.3768 0.4649

Record 3
Entry from OMol25: C8H14F8InN2O12S5 as an isolated structure at a distorted geometry (ωB97M-V/def2-TZVPD).

Computed properties:
E_LUMO	-0.37738	Ha
total charge	+1
maximum force	8.7	eV/Å

Geometry as XYZ:
```
50
C8H14F8InN2O12S5 | OMol25 | ωB97M-V/def2-TZVPD
In 32.26243 -23.32998 3.63765
C 33.67212 -20.87726 7.83629
F 33.45339 -21.66016 8.86438
F 32.54233 -20.44623 7.33453
F 34.47313 -19.91986 8.18969
S 34.55495 -21.87368 6.45775
O 34.45641 -21.08505 5.24505
O 35.88863 -22.15042 6.93208
N 33.59543 -23.26018 6.18020
S 34.29049 -24.40421 7.03653
O 35.09387 -25.24800 6.19743
O 34.86954 -24.06097 8.31623
C 32.83751 -25.57643 7.55210
F 32.33106 -26.03102 6.42772
F 33.31000 -26.55127 8.26758
F 31.99723 -24.86635 8.26743
N 32.62279 -26.07759 3.42937
S 31.72958 -27.35258 3.28038
O 31.54813 -28.36838 4.29399
O 31.55749 -27.84469 1.92452
F 30.34951 -26.51380 3.32879
S 34.03139 -27.01593 3.06937
O 34.35553 -27.18251 1.67777
O 34.36351 -28.12794 3.91352
F 35.14901 -25.96388 3.49768
C 27.86284 -27.18862 6.07216
C 27.42588 -26.30532 4.90668
C 27.61193 -24.88332 5.46526
S 29.19727 -24.92733 6.35487
O 29.06840 -24.28104 7.65686
O 30.23088 -24.45061 5.43022
C 29.24608 -26.70326 6.51553
H 27.83776 -28.24211 5.79081
H 27.11237 -27.16008 6.86678
H 26.39400 -26.44497 4.59148
H 28.07351 -26.59168 4.07546
H 26.83437 -24.78766 6.22461
H 27.57231 -24.00831 4.82103
H 29.68317 -26.98095 7.47151
H 29.96486 -27.00326 5.74900
C 29.10573 -23.21372 1.73258
C 30.23418 -23.46398 0.70788
O 31.19384 -24.26073 1.42643
O 29.51878 -22.72464 2.99164
H 28.67430 -24.20034 1.91741
H 28.33318 -22.58807 1.28108
H 30.65475 -22.49701 0.42140
H 29.84798 -23.89909 -0.21169
H 31.13044 -25.16805 1.09911
H 29.12342 -21.85235 3.10829
```

Need the Mulliken charges? In units of e they are: 1.5919 0.7445 -0.1894 -0.1892 -0.1557 0.8313 -0.5890 -0.4935 -0.1414 0.8270 -0.4525 -0.4092 0.7649 -0.0798 -0.1723 -0.1898 0.0241 0.8530 -0.5864 -0.5954 -0.2396 0.9681 -0.5781 -0.4926 -0.2566 -1.0060 -0.2741 -0.7671 0.8406 -0.6823 -0.4061 -0.1211 0.3839 0.3688 0.4533 0.0123 0.3925 0.3054 0.5580 -0.1325 -0.2199 -0.6805 -0.3733 -0.3175 0.1615 0.5373 0.2655 0.4213 0.2465 0.2392